ORCA calculation (ωB97M-V/def2-TZVPD) on 2 unconnected molecules or ions with the total composition C9H21N2.

The geometry in XYZ format:
```
32
Properties=species:S:1:pos:R:3
N 0.162 -0.058 0.044
N -0.423 -2.043 -1.100
C -0.271 1.338 0.454
C -0.792 -0.676 -0.891
C 1.664 -0.287 -0.333
C 4.016 -0.673 0.230
C -3.309 -0.298 0.139
C -0.111 2.326 -0.640
C -3.377 -1.536 0.771
C 2.795 0.216 0.601
C -3.591 0.957 0.030
H 3.009 1.331 0.445
H -0.423 -2.548 -0.282
H -0.960 2.118 -1.420
H 2.618 0.210 1.756
H -3.653 -2.318 -0.012
H 4.284 -0.458 -0.782
H -1.310 1.138 0.698
H 3.785 -1.779 0.231
H 0.302 1.515 1.379
H 1.711 0.150 -1.263
H -4.183 -1.684 1.427
H 0.790 2.190 -1.146
H 1.807 -1.348 -0.338
H 0.084 -0.677 0.782
H -0.918 -0.134 -1.756
H -0.882 -2.493 -1.816
H -3.146 1.801 -0.516
H 5.007 -0.401 0.965
H -0.259 3.233 -0.224
H -2.383 -1.810 1.315
H -4.441 1.323 0.559
```

Properties
E_LUMO (spin up / spin down) in eV: -2.79 / -3.50
Frontier orbital gap (spin up / spin down) in eV: 8.94 / 7.54
Net charge: +1
Relative energy (zero: lowest compared OMol25 entry of this formula, charge and spin) in eV: 5.517
Max |F| in eV Å⁻¹: 4.87

natural (NBO) atomic charge list, values in e, 4 entries:
1. N -0.3766
2. N -0.8049
3. C -0.2104
4. C 0.1022

ORCA calculation (ωB97M-V/def2-TZVPD) on 4 unconnected molecules or ions with the total composition C15H26N4O5.

The geometry in XYZ format:
```
50
Properties=species:S:1:pos:R:3
O 4.405 -0.745 -3.037
O -0.866 1.144 5.106
O 1.137 3.797 -3.145
O -1.583 2.631 3.760
O 1.237 -2.028 -0.817
N 1.665 2.761 -1.110
N -0.136 -1.831 0.960
N 2.339 -0.434 -3.882
N -1.560 1.471 4.191
C 3.161 -0.613 -2.852
C -0.617 -2.541 2.155
C 2.593 1.820 -0.422
C 0.659 -2.530 0.205
C 0.327 3.002 -0.547
C -4.144 -1.688 2.752
C -2.429 0.385 3.645
C 2.894 -0.222 -5.262
C -0.715 -0.460 0.670
C -3.911 -0.516 1.904
C 0.839 -0.527 -3.699
C 1.929 3.212 -2.389
C -2.753 -0.811 4.410
C -3.610 -1.816 3.972
C -3.128 0.486 2.430
H -0.054 -0.154 -0.140
H -0.082 -2.435 3.099
H -3.704 -2.668 4.630
H -2.244 -0.893 5.358
H -0.567 -3.629 2.205
H 2.878 2.720 -2.650
H -4.774 -2.465 2.344
H 0.384 3.148 0.531
H 2.392 0.705 -5.538
H -0.556 0.178 1.540
H 2.514 -0.978 -5.949
H 2.788 1.970 0.639
H -2.892 1.305 1.767
H 2.017 0.900 -0.312
H 0.612 -1.452 -3.169
H 0.811 -3.553 0.582
H 0.315 -0.492 -4.654
H -0.367 2.172 -0.683
H 2.577 -0.536 -1.922
H 3.950 -0.170 -5.529
H 0.571 0.245 -2.977
H 3.487 1.438 -0.914
H -1.753 -0.329 0.364
H -4.217 -0.583 0.870
H -1.645 -2.291 2.418
H -0.175 3.899 -0.909
```

Properties
E_LUMO (spin up / spin down) in eV: 2.67 / 2.67
Frontier orbital gap (spin up / spin down) in eV: 4.39 / 8.27
Net charge: -1
Spin multiplicity: 2
Max |F| in eV Å⁻¹: 5.71

natural (NBO) atomic charge list, values in e, 4 entries:
1. O -0.6794
2. O -0.5305
3. O -0.6362
4. O -0.5693

ORCA calculation (ωB97M-V/def2-TZVPD) on 13 unconnected molecules or ions with the total composition C5H37NO14.

The geometry in XYZ format:
```
57
Properties=species:S:1:pos:R:3
O 2.325 -4.421 -0.136
O -0.673 2.106 -3.875
O -3.765 -0.057 2.260
O 0.726 -0.911 3.027
O -2.696 2.820 1.385
O 3.992 -3.602 -1.960
O 0.567 4.514 -3.414
O -3.037 0.825 -0.265
O 2.699 -1.492 1.299
O -0.554 -3.271 2.406
O -0.094 -3.403 -0.103
O -1.515 0.721 3.621
O 4.913 -1.166 -1.844
O -3.096 -2.662 2.235
N 0.171 1.926 -1.186
C 0.030 2.982 -0.164
C -1.817 0.331 -0.737
C -1.183 1.460 -1.605
C 1.362 3.638 0.091
C -1.185 1.038 -3.105
H 0.172 -1.638 2.625
H -3.685 0.261 1.347
H -0.632 3.842 -0.494
H -2.309 0.839 -3.419
H 0.871 1.265 -0.883
H 1.774 4.397 -0.554
H -1.802 2.406 -1.722
H -0.130 -3.772 3.108
H 0.096 -0.176 3.187
H -1.978 2.369 1.857
H 3.486 -0.962 1.532
H 3.003 -4.290 0.558
H -1.158 -0.160 -0.015
H 4.062 -0.687 -1.864
H 2.119 -1.329 2.067
H 2.222 2.948 -0.007
H 0.904 -3.417 -0.025
H -2.056 -0.532 -1.390
H -2.129 -2.986 2.222
H -1.253 2.362 -4.595
H 1.466 4.098 1.157
H -0.201 -3.630 1.480
H 5.527 -0.476 -2.070
H -3.747 -1.037 2.244
H -1.506 0.777 4.592
H -0.147 -3.988 -0.888
H -2.907 1.727 0.167
H -0.374 2.653 0.779
H -3.559 -3.240 1.638
H 0.386 3.572 -3.540
H -0.529 0.111 -3.244
H -2.386 0.283 3.431
H 4.890 -3.914 -2.026
H 0.791 4.747 -4.311
H 4.135 -2.641 -1.982
H 2.792 -4.131 -0.942
H -3.374 2.978 2.051
```

Properties
E_LUMO in eV: 0.03
Frontier orbital gap in eV: 8.44
Net charge: 0
Relative energy (zero: lowest compared OMol25 entry of this formula, charge and spin) in eV: 3.664
Max |F| in eV Å⁻¹: 3.35

natural (NBO) atomic charge list, values in e, 4 entries:
1. O -0.9907
2. O -0.7555
3. O -1.0316
4. O -1.0265

ORCA calculation (ωB97M-V/def2-TZVPD) on 2 unconnected molecules or ions with the total composition CHN3O2.

The geometry in XYZ format:
```
7
Properties=species:S:1:pos:R:3
O -0.361 0.322 0.258
O -0.895 1.677 -2.086
N 1.346 1.389 -0.407
N 0.133 0.868 -0.532
N 2.773 2.914 -1.949
C 2.024 2.295 -1.274
H -0.985 2.539 -2.490
```

Properties
E_LUMO (spin up / spin down) in eV: -3.38 / -3.38
Frontier orbital gap (spin up / spin down) in eV: 7.63 / 7.66
Net charge: 0
Relative energy (zero: lowest compared OMol25 entry of this formula, charge and spin) in eV: 7.340
Max |F| in eV Å⁻¹: 13.29

natural (NBO) atomic charge list, values in e, 4 entries:
1. O -0.0887
2. O -0.7989
3. N -0.3101
4. N 0.6291

ORCA calculation (ωB97M-V/def2-TZVPD) on C2H7N3 in the gas phase.

The geometry in XYZ format:
```
12
Properties=species:S:1:pos:R:3
N 0.963 0.513 0.443
N -0.194 0.984 -0.130
N -1.524 -0.985 0.146
C 1.633 -0.597 -0.319
C -1.356 0.225 -0.157
H 0.858 0.018 1.404
H -2.133 0.807 -0.553
H 2.397 -0.240 -1.002
H 2.273 -0.940 0.516
H -0.652 -1.582 0.287
H -0.105 1.943 -0.268
H 0.995 -1.355 -0.751
```

Properties
E_LUMO in eV: 1.07
Structure (SMILES): [H]/N=C\NNC
Frontier orbital gap in eV: 10.32
Net charge: 0
Relative energy (zero: lowest compared OMol25 entry of this formula, charge and spin) in eV: 2.194
Max |F| in eV Å⁻¹: 3.12

natural (NBO) atomic charge list, values in e, 4 entries:
1. N -0.4605
2. N -0.4691
3. N -0.7172
4. C -0.4333

ORCA calculation (ωB97M-V/def2-TZVPD) on 2 unconnected molecules or ions with the total composition C10H10BrClO.

The geometry in XYZ format:
```
23
Properties=species:S:1:pos:R:3
Br -3.394 0.201 1.367
Cl -3.772 -1.068 -1.680
O -2.789 2.250 -0.507
C -1.685 0.661 0.586
C 1.896 -0.225 1.480
C 0.518 -2.164 1.728
C 1.828 -1.609 1.766
C -0.517 -0.057 1.072
C -0.558 1.929 -1.368
C -2.115 -0.931 -1.618
C 0.758 0.507 1.201
C -1.720 1.734 -0.370
C -0.653 -1.380 1.452
H -0.235 2.941 -1.302
H -1.551 -0.196 -2.195
H 0.092 1.072 -1.175
H 2.735 -2.129 1.787
H -1.619 -1.610 -1.014
H 2.801 0.339 1.548
H -1.077 1.806 -2.282
H 0.973 1.585 1.116
H -1.607 -1.827 1.359
H 0.416 -3.297 1.684
```

Properties
E_LUMO (spin up / spin down) in eV: -1.47 / -0.17
Frontier orbital gap (spin up / spin down) in eV: 6.80 / 8.05
Net charge: 0
Max |F| in eV Å⁻¹: 3.63

natural (NBO) atomic charge list, values in e, 4 entries:
1. Br 0.1101
2. Cl 0.0858
3. O -0.5340
4. C -0.0453

ORCA calculation (ωB97M-V/def2-TZVPD) on 2 unconnected molecules or ions with the total composition C5H14N2O.

The geometry in XYZ format:
```
22
Properties=species:S:1:pos:R:3
O -0.932 1.598 -0.153
N -0.163 -1.217 0.068
N -1.548 -1.112 0.236
C -0.040 1.421 2.351
C 0.422 1.660 0.940
C 1.642 -0.855 -1.519
C -0.507 -1.918 -2.205
C 0.261 -1.381 -1.257
H 2.337 -1.203 -0.753
H -1.780 -1.374 1.189
H -1.808 -0.114 0.057
H -0.890 2.054 2.596
H 1.997 -1.179 -2.494
H -0.152 -2.005 -3.220
H -1.635 2.121 0.251
H 1.634 0.237 -1.506
H 0.770 1.624 3.055
H -0.345 0.383 2.497
H 0.327 -0.405 0.501
H 1.352 1.155 0.680
H 0.584 2.708 0.692
H -1.527 -2.198 -2.007
```

Properties
E_LUMO in eV: 0.69
Structure (SMILES): C=C(C)NN.CCO
Frontier orbital gap in eV: 8.33
Net charge: 0
Relative energy (zero: lowest compared OMol25 entry of this formula, charge and spin) in eV: 4.365
Max |F| in eV Å⁻¹: 4.00

natural (NBO) atomic charge list, values in e, 4 entries:
1. O -0.7953
2. N -0.4644
3. N -0.6758
4. C -0.6579

ORCA calculation (ωB97M-V/def2-TZVPD) on 2 unconnected molecules or ions with the total composition C4H11NO.

The geometry in XYZ format:
```
17
Properties=species:S:1:pos:R:3
O -1.116 -0.231 1.345
N 0.914 -1.091 1.263
C -0.934 -0.556 -2.473
C 0.127 0.570 -2.612
C 0.062 -0.095 1.455
C 0.674 1.285 1.673
H 1.019 1.868 0.710
H -0.387 1.645 -2.665
H -1.959 -0.300 -2.898
H 0.729 -2.130 1.086
H 0.829 0.608 -3.424
H -0.412 -1.468 -2.957
H 1.617 1.143 2.064
H 0.802 0.522 -1.730
H 1.914 -0.965 1.208
H -1.227 -0.595 -1.291
H 0.032 1.936 2.035
```

Properties
E_LUMO in eV: 0.78
Structure (SMILES): CC(N)=O.CC
Frontier orbital gap in eV: 10.56
Net charge: 0
Relative energy (zero: lowest compared OMol25 entry of this formula, charge and spin) in eV: 1.809
Max |F| in eV Å⁻¹: 5.99

natural (NBO) atomic charge list, values in e, 4 entries:
1. O -0.6098
2. N -0.8272
3. C -0.6439
4. C -0.6176

ORCA calculation (ωB97M-V/def2-TZVPD) on a molecular structure, C22H33AlBrCl2F14N4O9S.

The geometry in XYZ format:
```
87
Properties=species:S:1:pos:R:3
Br 2.044 4.416 -1.710
Cl -1.739 -3.674 -3.173
Cl 1.073 -2.913 -3.340
S -0.231 2.307 1.065
Al 7.448 -5.683 -4.101
F 4.197 -2.286 1.979
F 0.612 0.534 5.514
F -2.043 3.668 -0.485
F 0.049 3.218 -1.422
F 2.751 -3.690 2.971
F 2.522 -3.057 0.145
F 0.109 -2.870 3.770
F 2.053 -0.900 0.600
F 0.431 -4.132 1.337
F -0.236 -2.381 0.065
F 6.678 -3.694 -5.741
F -0.123 4.805 0.173
F -1.709 -2.678 2.435
F 2.705 -1.385 3.396
O 5.876 -6.165 -0.206
O 0.861 6.271 -6.096
O -5.825 3.414 1.064
O 1.216 1.949 0.804
O 6.390 -7.148 -2.181
O 2.178 4.508 -6.553
O -1.663 -4.883 5.628
O -0.225 3.040 2.388
O 0.342 4.899 -7.817
N -2.666 -0.761 -0.164
N -3.026 -1.059 -1.432
N -1.676 0.818 -1.384
N -1.248 0.915 1.075
C -7.712 4.614 2.086
C 1.059 5.198 -6.910
C -0.682 3.577 -0.229
C -5.626 4.292 -0.034
C -1.526 0.203 2.391
C 2.850 -2.381 2.438
C 6.177 -6.156 -1.523
C 1.779 6.154 -5.019
C -1.811 0.370 -0.022
C 2.867 5.296 -5.592
C -0.072 -4.153 -2.820
C -0.274 -0.652 2.889
C 1.933 -2.212 1.141
C 6.163 -4.753 -2.055
C -0.353 -2.210 2.588
C -2.405 -0.064 -2.253
C 6.251 -3.929 -0.790
C -4.608 5.385 0.244
C -0.659 -4.857 6.632
C -6.334 3.999 2.257
C 0.422 -2.702 1.285
C 5.579 -4.827 0.222
H -4.977 6.095 0.988
H -0.249 -0.541 4.050
H 5.967 -4.668 1.229
H 3.341 4.663 -4.839
H -1.367 -4.301 4.916
H 7.024 -4.576 -2.717
H -1.651 1.059 3.154
H 5.786 -2.946 -0.872
H -0.966 -5.507 7.452
H 0.147 -5.081 -3.347
H 5.224 -4.582 -2.590
H 2.143 7.135 -4.710
H 3.638 5.880 -6.100
H -2.520 -0.345 2.380
H -8.115 4.921 3.053
H -2.433 0.073 -3.383
H -3.030 -1.358 0.596
H -3.609 -1.837 -1.778
H -6.580 4.716 -0.363
H 4.493 -4.697 0.236
H -6.399 3.192 2.991
H 1.273 5.680 -4.173
H 0.032 -4.304 -1.747
H 7.300 -3.783 -0.518
H -8.399 3.899 1.626
H -3.681 4.958 0.633
H 0.285 -5.219 6.217
H -5.260 3.674 -0.859
H -5.623 4.729 2.658
H -4.386 5.943 -0.669
H 0.666 -0.132 2.512
H -0.539 -3.837 7.004
H -7.679 5.497 1.443
```

Properties
E_LUMO in eV: -9.57
Frontier orbital gap in eV: 1.25
Net charge: +1
Max |F| in eV Å⁻¹: 9.02

Löwdin atomic charge list, values in e, 4 entries:
1. Br 0.6249
2. Cl 0.5113
3. Cl 0.5244
4. S 0.8736

- The highest max |F| belongs to which entry?
  CHN3O2

- Look up the net charge of the fifth one.
  0